[1]
# C4H13N2O

2 unconnected molecules or ions with the total composition C4H13N2O (ωB97M-V/def2-TZVPD, the Open Molecules 2025 dataset).

Geometry as XYZ:
```
20
Properties=species:S:1:pos:R:3:mulliken_charge:R:1
O 1.07977 2.90289 1.39430 -0.613
N 0.11842 0.27722 0.83102 -0.106
N -1.39406 0.70979 -2.00313 -0.227
C 1.46836 -2.11668 0.38691 -1.359
C -1.44977 0.02248 -0.88589 -0.191
C -0.47862 -0.63989 -0.12655 -0.049
C -0.00469 -2.03136 -0.18946 -0.173
H -0.67771 -2.66078 0.36780 0.354
H 1.87834 -3.09885 0.32466 0.381
H 0.87896 0.93964 0.47831 0.446
H -0.61757 0.74209 1.24627 0.420
H 0.50038 -0.38300 1.58151 0.326
H -1.65194 1.65847 -2.15784 0.287
H 1.72024 -1.84692 1.50039 0.396
H 1.90715 3.13097 1.68862 0.299
H -2.28597 0.02625 -0.19322 0.411
H -1.41877 0.29098 -2.91429 0.311
H 2.22103 -1.53465 -0.21601 0.374
H 0.14920 -2.52218 -1.12755 0.380
H 0.47638 3.71850 1.36166 0.333
```

Properties
* net charge: +2
* gap between HOMO and LUMO (alpha / beta): 6.850 / 7.853 eV
* E_LUMO (alpha / beta): -11.49 / -11.28 eV
* expectation value of S²: 0.754
* spin multiplicity: 2
* ΔE to the lowest compared entry with this formula, charge and spin: 487.2 kJ/mol

***

[2]
# C30H24F12N2O6ReS

A molecular structure, C30H24F12N2O6ReS (ωB97M-V/def2-TZVPD, the Open Molecules 2025 dataset).

Geometry as XYZ:
```
76
Properties=species:S:1:pos:R:3:mulliken_charge:R:1
Re 0.60813 0.32377 0.06714 3.132
S 3.29571 0.32553 -1.16731 1.868
F 1.00042 -1.49936 -3.63654 -0.298
F 0.88858 -3.30204 -2.43648 -0.263
F -0.58349 -2.94240 -3.96428 -0.229
F -1.00920 -1.79468 1.63991 -0.166
F -2.54103 -1.37352 3.11328 -0.299
F -0.52619 -1.84667 3.73922 -0.312
F 0.68619 0.32819 4.51970 -0.260
F -1.41125 0.41302 5.06236 -0.271
F -1.33952 -3.57814 -0.79494 -0.280
F -0.42397 2.14953 4.20328 -0.237
F -2.60327 -2.86338 -2.40750 -0.285
F -2.58307 -1.82609 -0.52206 -0.175
O 3.93641 -0.63356 -2.00929 -0.704
O 0.31097 -1.32709 -0.96539 -1.166
O 0.31983 0.43361 2.02022 -1.151
O 1.29781 2.22692 0.44100 -0.632
O 2.74438 -0.14844 0.09578 -0.894
O 2.02800 4.29388 0.07780 -0.686
N 1.90426 0.87894 -2.04122 -0.902
N -1.33679 0.69093 -0.22612 1.306
C -3.59984 1.44885 0.32631 -0.633
C -2.30074 1.07561 0.71562 0.847
C 0.14820 -2.35498 -3.00800 0.217
C -0.50143 0.81110 4.14563 0.495
C -4.50583 2.01041 1.20137 -1.195
C -5.13426 2.85176 3.49880 -1.627
C 4.38807 2.36048 0.31822 -0.534
C -4.18167 2.19814 2.53563 0.258
C -2.13021 1.93691 -2.18685 0.233
C -2.97093 1.67677 2.96819 -0.862
C 1.82781 2.25691 -2.58662 -0.803
C -0.65513 -1.56544 -1.92484 2.095
C -2.16297 0.96438 -4.38706 0.396
C 4.38690 1.67020 -0.88436 0.106
C 5.25400 2.00333 -1.92077 -0.674
C 5.24151 3.43890 0.45709 -0.694
C -1.59414 -0.17985 -3.84235 -0.903
C -2.05179 1.08368 2.11082 -0.520
C -0.86439 0.32934 2.70839 1.257
C 6.08631 3.82677 -0.57930 0.931
C 6.10407 3.07948 -1.75896 -0.761
C -1.62448 0.76236 -1.61783 -0.488
C -2.40084 2.03649 -3.53805 -1.218
C -1.30540 -0.29664 -2.48754 -1.333
C 0.97293 3.18435 -1.73740 0.422
C -2.47937 1.02928 -5.85637 -1.609
C -1.24798 -1.19258 2.81655 0.801
C 6.93907 5.05287 -0.43388 -1.475
C 1.47838 3.28329 -0.30749 0.219
C -1.80438 -2.48027 -1.39148 0.357
H 6.30974 5.94064 -0.52559 0.306
H -1.38487 -1.00023 -4.51435 0.618
H 5.22680 4.00723 1.37740 0.428
H -2.80660 2.96252 -3.92884 0.390
H -2.89195 0.08133 -6.20099 0.401
H 7.70853 5.10095 -1.20229 0.360
H -0.04453 2.80467 -1.72275 -0.582
H -5.70117 2.09304 4.04398 0.302
H -1.57876 1.22597 -6.44258 0.279
H -4.59642 3.45522 4.22963 0.388
H 1.80718 0.18554 -2.78259 0.323
H -2.30101 2.78667 -1.54056 0.677
H 7.41445 5.08869 0.54579 0.384
H -5.48218 2.30477 0.83430 0.398
H -3.91272 1.28318 -0.69115 0.510
H 2.82731 2.67469 -2.71527 0.358
H 0.98244 4.18125 -2.17343 0.689
H 3.73348 2.06070 1.12389 0.545
H -5.84375 3.49015 2.97426 0.399
H 6.79073 3.33930 -2.55419 0.352
H -3.19575 1.82210 -6.06586 0.412
H 1.36480 2.18083 -3.57004 0.608
H 5.26495 1.40425 -2.82243 0.517
H -2.77499 1.70974 4.02884 0.534
```

Properties
* gap between HOMO and LUMO (alpha / beta): 6.248 / 6.863 eV
* E_LUMO (alpha / beta): -1.18 / -0.89 eV
* expectation value of S²: 0.760
* spin multiplicity: 2
* ΔE to the lowest compared entry with this formula, charge and spin: 0.0 kJ/mol

***

[3]
# C4H3ClF4O

C4H3ClF4O in the gas phase (ωB97M-V/def2-TZVPD, the Open Molecules 2025 dataset).

Geometry as XYZ:
```
13
Properties=species:S:1:pos:R:3:mulliken_charge:R:1
Cl 1.30706 1.95610 -1.28378 -0.168
F -0.31921 -1.03058 0.68146 -0.254
F 1.72234 -1.68771 -0.47290 -0.285
F 2.79455 -0.47246 0.98011 -0.227
F 3.26320 -0.40463 -1.09890 -0.267
O -1.28486 0.77333 -0.25353 -0.324
C 2.26014 -0.46344 -0.22486 0.928
C 1.17955 0.57814 -0.33023 -0.296
C -0.14923 0.14709 0.04319 0.680
C -2.50840 0.23734 0.34389 -0.609
H -2.25925 -0.85564 0.58965 0.303
H -2.62631 0.92869 1.22665 0.248
H -3.37956 0.29379 -0.20076 0.273
```

Properties
* gap between HOMO and LUMO: 9.567 eV
* E_LUMO: 0.64 eV
* ΔE to the lowest compared entry with this formula, charge and spin: 112.2 kJ/mol

***

[4]
# C4H5ClN2

C4H5ClN2 in the gas phase (ωB97M-V/def2-TZVPD, the Open Molecules 2025 dataset).

Geometry as XYZ:
```
12
Properties=species:S:1:pos:R:3:mulliken_charge:R:1
Cl -3.26142 0.29946 0.02213 -0.221
N -0.24564 2.09697 0.06359 -0.475
N 0.09639 -1.51275 0.05095 -0.026
C -1.24642 -1.54767 -0.03771 -0.627
C -0.25503 0.71048 0.16310 0.381
C -1.74605 -0.32530 -0.00137 0.199
C 0.67073 -0.27478 0.26453 -0.783
H -1.20779 2.55854 -0.09138 0.221
H 0.42961 2.63606 0.59363 0.219
H -1.68352 -2.42072 -0.21393 0.518
H 0.56863 -2.31235 0.15103 0.134
H 1.65774 -0.26289 0.48445 0.461
```

Properties
* gap between HOMO and LUMO: 8.291 eV
* E_LUMO: 1.01 eV
* ΔE to the lowest compared entry with this formula, charge and spin: 256.4 kJ/mol

***

[5]
# C4H12N3

A gas-phase ion, C4H12N3 (charge +1) (ωB97M-V/def2-TZVPD, the Open Molecules 2025 dataset).

Geometry as XYZ:
```
19
Properties=species:S:1:pos:R:3:mulliken_charge:R:1
N -1.49264 2.01444 -1.52766 -0.466
N -0.74762 -0.80625 -0.84809 -0.206
N -0.16731 -1.29594 1.75669 -0.567
C -0.28649 1.65054 -1.04668 -0.002
C 1.18720 -1.12767 1.19473 -0.860
C 1.30080 0.15538 0.37896 -0.567
C 0.07442 0.45399 -0.50225 -0.124
H -0.81543 -1.28127 0.09915 0.467
H -0.15349 -2.18688 2.23774 0.215
H 0.57725 2.23842 -1.33126 0.344
H -2.35613 1.64796 -1.16652 0.190
H -1.64237 -0.56038 -1.25586 0.327
H 2.15966 0.31130 -0.30837 0.388
H 2.00221 -1.19432 1.91298 0.444
H -0.44845 -0.52962 2.35441 0.212
H -0.13664 -1.28910 -1.49953 0.350
H -1.67182 2.81339 -2.11048 0.221
H 1.21950 1.01318 1.08219 0.305
H 1.39736 -2.02715 0.57984 0.331
```

Properties
* net charge: +1
* gap between HOMO and LUMO: 9.120 eV
* E_LUMO: -3.08 eV
* ΔE to the lowest compared entry with this formula, charge and spin: 207.5 kJ/mol

***

[6]
# C27H26BBr2N7O2ReTe4

A molecular structure, C27H26BBr2N7O2ReTe4 (ωB97M-V/def2-TZVPD, the Open Molecules 2025 dataset).

Geometry as XYZ:
```
70
Properties=species:S:1:pos:R:3:mulliken_charge:R:1
Re 2.72487 -0.92892 -0.45262 0.143
Te 5.42553 0.84288 2.16796 -0.190
Te 4.16156 -1.06134 3.60587 -0.084
Te 1.91464 -1.48637 2.10941 -0.090
Te 5.47944 -0.58482 -0.13184 -0.037
Br -2.33246 -0.76883 -1.22020 -0.123
Br -1.83541 -6.30229 -2.17303 -0.218
O 0.71231 -1.02049 -0.93649 -0.276
O -2.35429 0.38258 3.64278 -0.758
N 3.17091 -0.86254 -2.60953 0.533
N -3.22101 2.76413 1.28733 0.227
N 2.82078 2.01638 -1.37668 0.102
N 2.56212 1.16881 -0.34494 1.048
N -3.32806 2.19091 2.55325 0.210
N 3.44261 0.29255 -3.32534 -0.369
N 2.28801 -3.20075 -0.87568 0.319
C 2.18780 3.29591 0.36246 -0.990
C -6.98110 2.41629 3.13371 -0.724
C 0.92360 -3.34519 -1.13756 0.341
C 3.04673 -4.24516 -1.10459 0.924
C -4.65788 2.08664 4.59092 -0.348
C 2.21292 1.95666 0.66854 -0.524
C 0.14011 -2.16397 -1.10462 0.165
C -3.39495 4.19854 1.24765 -1.268
C -5.85011 2.26507 5.23246 -0.590
C 1.21047 -5.70449 -1.57159 -0.881
C 2.60093 3.24673 -0.96822 -0.233
C -5.74865 2.44425 2.49209 0.170
C -2.41464 1.17160 2.68264 0.181
C 4.46417 -4.24616 -0.61684 -1.377
C -1.60226 1.19697 1.47801 -0.226
C 3.44988 -1.31298 -4.81289 -1.190
C -4.59991 2.18125 3.17641 0.210
C 3.59370 0.03475 -4.57835 -0.239
C -7.02307 2.37837 4.53723 -0.409
C -2.07942 2.18962 0.69471 0.042
C 0.37631 -4.60760 -1.48113 0.425
C 2.54416 -5.51564 -1.48792 -1.094
C -1.58187 2.64922 -0.60370 -1.320
C -1.06873 -4.68590 -1.64861 -0.142
C -1.22748 -2.30807 -1.17715 0.108
C 3.15970 -1.87561 -3.55268 -0.101
C -1.80882 -3.60089 -1.40143 -0.391
B 3.79842 1.67006 -2.61484 0.189
H 2.06197 4.21158 0.97549 0.377
H -2.89788 -3.60792 -1.57109 0.352
H 3.18111 -6.37920 -1.48368 0.419
H 3.82822 0.85632 -5.18112 0.515
H -0.79099 0.55217 1.25118 0.694
H 4.31484 -4.05993 0.52785 0.220
H 2.93351 -2.95014 -3.29973 0.343
H -5.77138 2.37144 6.32464 0.320
H 3.72936 2.50856 -3.42238 -0.171
H -0.85978 1.90570 -0.95313 0.052
H -2.48609 4.64233 1.71226 0.315
H 5.01184 -3.46640 -0.94816 0.122
H -4.28274 4.49231 1.77066 0.464
H 0.80079 -6.66162 -1.76567 0.402
H 2.88948 4.10411 -1.59959 0.418
H -3.57858 4.51841 0.27092 0.432
H 4.97932 -5.13550 -0.81901 0.545
H -1.22287 3.60614 -0.39591 0.521
H 3.63540 -1.87147 -5.68054 0.437
H -2.29873 2.70724 -1.42871 0.343
H 4.88161 1.50583 -2.24541 -0.132
H -7.93112 2.51034 2.59685 0.358
H -7.95217 2.35615 5.02812 0.427
H -5.78728 2.61067 1.36537 0.248
H 1.97407 1.51033 1.58827 0.458
H -3.66347 1.95040 5.02759 0.375
```

Properties
* gap between HOMO and LUMO (alpha / beta): 6.612 / 5.612 eV
* E_LUMO (alpha / beta): -0.69 / -1.76 eV
* expectation value of S²: 3.791
* spin multiplicity: 4
* ΔE to the lowest compared entry with this formula, charge and spin: 139.9 kJ/mol

***

[7]
# C5H12O3

2 unconnected molecules or ions with the total composition C5H12O3 (ωB97M-V/def2-TZVPD, the Open Molecules 2025 dataset).

Geometry as XYZ:
```
20
Properties=species:S:1:pos:R:3:mulliken_charge:R:1
O 1.73540 0.58787 -1.48267 -0.594
O 1.68837 -0.42376 0.54149 -0.454
O 1.58652 -1.64540 -1.35735 -0.547
C 1.21534 -0.46228 -0.75191 0.381
C -0.38540 1.93424 0.77530 -0.476
C -1.10581 -1.53054 0.09312 -1.172
C -0.97864 1.60870 1.95240 -0.639
C -0.55588 -0.39784 -0.76360 -0.306
H -0.86372 2.61397 0.07251 0.312
H -1.24003 -1.21681 1.13277 0.200
H -2.06283 -1.88907 -0.29809 0.378
H -0.44275 -2.40003 0.11485 0.298
H -0.65834 -0.68122 -1.82122 0.343
H 1.89938 -1.36774 -2.23645 0.311
H 0.69825 1.91393 0.72048 0.278
H -1.99386 1.91504 2.17795 0.253
H 1.12164 1.33658 -1.41384 0.391
H -1.30694 0.39229 -0.83198 0.480
H 2.10137 -1.28648 0.69751 0.289
H -0.45206 0.99856 2.67872 0.273
```

Properties
* gap between HOMO and LUMO: 10.312 eV
* E_LUMO: 0.78 eV
* ΔE to the lowest compared entry with this formula, charge and spin: 279.6 kJ/mol